Entry 1:
The following is a DFT calculation (ωB97M-V/def2-TZVPD) of C16H9Cl5N3O4S2V as an isolated structure at a distorted geometry.

Geometry as ORCA input:
```
! RIJCOSX wB97M-V def2-TZVPD def2/J DEFGRID3
* xyz -1 4
V 0.166 0.248 0.155
N 2.556 -1.681 0.194
C 3.093 -0.452 -0.140
C 4.173 0.041 0.611
C 4.719 1.254 0.257
C 4.216 1.925 -0.854
C 3.168 1.345 -1.543
N 2.608 0.192 -1.201
C 1.290 -2.136 -0.134
C 0.835 -3.326 0.450
C -0.335 -3.901 -0.005
C -1.007 -3.295 -1.072
C -0.515 -2.111 -1.569
N 0.584 -1.498 -1.093
H 2.925 -2.071 1.053
H 4.525 -0.500 1.477
H 5.519 1.684 0.840
H 4.622 2.875 -1.164
H 2.745 1.823 -2.419
H 1.412 -3.782 1.241
H -0.719 -4.804 0.446
H -1.894 -3.747 -1.489
H -1.010 -1.590 -2.383
Cl -7.000 0.008 -0.361
C -5.320 -0.251 -0.120
C -4.394 0.522 -0.831
Cl -4.949 1.619 -2.023
C -3.044 0.374 -0.602
Cl -1.847 1.287 -1.437
C -2.540 -0.565 0.348
O -1.295 -0.669 0.576
C -3.506 -1.387 0.993
Cl -2.880 -2.580 2.055
C -4.859 -1.227 0.771
Cl -5.986 -2.234 1.584
O -0.713 2.334 1.863
S 0.688 2.192 1.523
O 1.568 3.260 1.926
O 0.788 1.927 0.037
S 1.329 0.430 2.254
*
```

**<S²>**: 3.76
**HOMO level (spin up / spin down)**: -3.1 / -4.9 eV
**Gap between HOMO and LUMO (spin up / spin down)**: 5.55 / 7.32 eV
**Energy above the lowest of the compared OMol25 structures with the same formula, charge and spin**: 286.1 kJ/mol

---

Entry 2:
The following is a DFT calculation (ωB97M-V/def2-TZVPD) of C64H51ClCrNO5P2S2 as an isolated structure at a distorted geometry.

Geometry as ORCA input:
```
! RIJCOSX wB97M-V def2-TZVPD def2/J DEFGRID3
* xyz -1 5
Cr 1.649 0.535 -0.320
O -0.791 -0.221 -2.025
S -0.940 -1.125 -0.804
C -2.667 -0.903 -0.313
C -3.320 -2.023 0.141
C -4.687 -2.033 0.497
C -5.391 -0.881 0.341
C -6.862 -0.585 0.517
C -6.983 0.947 0.305
C -5.607 1.381 -0.142
C -5.132 2.593 -0.543
C -3.746 2.709 -0.774
C -2.840 1.678 -0.644
P -1.045 2.161 -0.652
C -1.086 3.537 0.583
C -1.958 3.519 1.673
C -1.899 4.497 2.654
C -0.955 5.511 2.577
C -0.066 5.529 1.512
C -0.133 4.555 0.528
C -1.057 3.090 -2.259
C -1.169 4.476 -2.351
C -1.195 5.116 -3.583
C -1.119 4.382 -4.755
C -1.034 2.998 -4.679
C -1.005 2.359 -3.449
C -3.340 0.363 -0.362
C -4.718 0.289 -0.074
C -0.943 -2.741 -1.356
C -1.965 -3.080 -2.304
C -2.209 -4.382 -2.673
C -1.419 -5.390 -2.125
C -1.448 -6.887 -2.323
C -0.241 -7.415 -1.495
C 0.406 -6.174 -0.924
C 1.567 -6.017 -0.188
C 1.963 -4.733 0.139
C 1.215 -3.578 -0.188
P 2.170 -2.016 -0.035
C 3.114 -2.227 1.536
C 2.583 -2.983 2.580
C 3.247 -3.093 3.789
C 4.452 -2.438 3.990
C 4.985 -1.670 2.969
C 4.319 -1.564 1.756
C 3.373 -2.470 -1.373
C 4.690 -2.875 -1.197
C 5.465 -3.256 -2.286
C 4.930 -3.246 -3.564
C 3.607 -2.862 -3.747
C 2.838 -2.483 -2.662
C 0.000 -3.717 -0.894
C -0.334 -5.051 -1.287
H -2.763 -2.950 0.186
H -5.150 -2.955 0.825
H -7.228 -0.898 1.496
H -7.446 -1.130 -0.229
H -7.245 1.452 1.239
H -7.753 1.207 -0.422
H -5.771 3.463 -0.636
H -3.364 3.694 -1.017
H -2.691 2.730 1.770
H -2.591 4.458 3.488
H -0.903 6.270 3.347
H 0.704 6.287 1.449
H 0.586 4.579 -0.279
H -1.240 5.079 -1.456
H -1.276 6.196 -3.618
H -1.133 4.880 -5.716
H -0.993 2.405 -5.584
H -0.964 1.281 -3.407
H -2.566 -2.280 -2.714
H -2.997 -4.604 -3.384
H -1.351 -7.161 -3.378
H -2.389 -7.324 -1.975
H 0.460 -7.976 -2.118
H -0.565 -8.095 -0.703
H 2.185 -6.861 0.096
H 2.916 -4.616 0.637
H 1.627 -3.468 2.452
H 2.805 -3.679 4.585
H 4.963 -2.513 4.942
H 5.918 -1.140 3.112
H 4.762 -0.960 0.982
H 5.123 -2.910 -0.206
H 6.489 -3.569 -2.128
H 5.535 -3.542 -4.411
H 3.169 -2.866 -4.737
H 1.797 -2.212 -2.817
C -4.065 2.331 5.308
C -2.841 1.716 4.686
C -1.566 2.036 5.138
C -0.437 1.478 4.555
C -0.581 0.598 3.493
C -1.845 0.260 3.035
C -2.964 0.816 3.631
S 0.843 -0.213 2.786
O 1.771 -0.342 3.886
O 0.333 -1.400 2.136
N 1.423 0.743 1.659
C 2.008 1.988 2.158
C 2.318 2.905 0.982
O 2.921 3.949 1.146
O 1.859 2.490 -0.161
H -3.799 2.991 6.134
H -4.739 1.563 5.691
H -4.621 2.917 4.573
H -1.452 2.730 5.963
H 0.549 1.700 4.937
H -1.942 -0.457 2.236
H -3.949 0.543 3.268
H 2.918 1.813 2.738
H 1.306 2.542 2.795
Cl 1.814 0.738 -2.736
C 3.228 1.781 -2.751
C 3.425 2.644 -3.806
C 4.491 3.531 -3.726
C 5.296 3.539 -2.596
C 5.061 2.653 -1.554
C 4.021 1.731 -1.614
C 3.734 0.722 -0.555
H 2.749 2.643 -4.649
H 4.672 4.228 -4.533
H 6.107 4.250 -2.519
H 5.681 2.682 -0.667
H 4.185 1.018 0.393
H 4.153 -0.232 -0.879
*
```

**<S²>**: 6.13
**HOMO level (spin up / spin down)**: -2.1 / -4.7 eV
**Gap between HOMO and LUMO (spin up / spin down)**: 4.31 / 6.89 eV
**Energy above the lowest of the compared OMol25 structures with the same formula, charge and spin**: 0.0 kJ/mol

---

Entry 3:
The following is a DFT calculation (ωB97M-V/def2-TZVPD) of a 2-piece molecular cluster, C11H19NOSi overall at a distorted geometry.

Geometry as ORCA input:
```
! RIJCOSX wB97M-V def2-TZVPD def2/J DEFGRID3
* xyz 0 1
C -0.173 -3.660 1.780
C -1.554 -3.506 1.597
C 0.722 -2.583 1.536
C -2.027 -2.308 1.132
C 0.238 -1.356 1.108
C -1.190 -1.193 0.880
C -3.027 0.864 -1.315
C 2.182 2.542 -2.224
C 2.575 -0.061 -0.777
C 1.806 2.634 0.622
C -2.844 0.620 0.235
N -1.516 0.019 0.610
O -0.115 1.157 -1.218
Si 1.354 1.458 -0.898
H 0.170 -4.574 1.930
H -2.211 -4.306 1.709
H 1.666 -2.693 2.032
H -3.136 -2.216 1.272
H 0.846 -0.612 0.676
H -3.874 1.433 -1.434
H -2.058 1.377 -1.597
H -3.155 -0.132 -1.715
H 1.983 2.279 -3.309
H 1.946 3.526 -2.076
H 3.270 2.575 -2.236
H 3.210 -0.051 -1.684
H 3.226 0.029 -0.017
H 2.195 -1.038 -0.741
H 2.890 2.660 0.659
H 1.438 3.600 0.799
H 1.518 1.861 1.372
H -2.656 1.648 0.650
H -3.697 0.004 0.642
*
```

**HOMO level (spin up / spin down)**: -7.9 / -9.4 eV
**Gap between HOMO and LUMO (spin up / spin down)**: 5.37 / 7.91 eV
**Energy above the lowest of the compared OMol25 structures with the same formula, charge and spin**: 537.5 kJ/mol

---

Entry 4:
The following is a DFT calculation (ωB97M-V/def2-TZVPD) of one molecule with the formula C2H2Cl4 at a distorted geometry.

Geometry as ORCA input:
```
! RIJCOSX wB97M-V def2-TZVPD def2/J DEFGRID3
* xyz 0 1
C 0.979 -0.114 0.046
C -0.822 0.255 -0.032
Cl 1.158 -1.860 -0.043
Cl -1.038 1.896 -0.573
Cl -1.483 0.013 1.605
Cl -1.740 -0.742 -1.189
H 1.365 0.338 1.023
H 1.581 0.214 -0.837
*
```

**HOMO level**: -10.7 eV
**Gap between HOMO and LUMO**: 11.27 eV
**Energy above the lowest of the compared OMol25 structures with the same formula, charge and spin**: 69.4 kJ/mol
**SMILES string**: ClCC(Cl)(Cl)Cl

---

Entry 5:
The following is a DFT calculation (ωB97M-V/def2-TZVPD) of one molecule with the formula C2H3ClO at a distorted geometry.

Geometry as ORCA input:
```
! RIJCOSX wB97M-V def2-TZVPD def2/J DEFGRID3
* xyz 0 1
C 1.605 0.711 0.048
C 0.210 0.060 -0.005
O 1.912 1.829 0.044
Cl 2.892 -0.633 -0.002
H -0.606 0.882 -0.032
H 0.143 -0.375 -0.997
H 0.201 -0.764 0.670
*
```

**HOMO level**: -11.0 eV
**Gap between HOMO and LUMO**: 11.72 eV
**Energy above the lowest of the compared OMol25 structures with the same formula, charge and spin**: 0.0 kJ/mol
**SMILES string**: CC(=O)Cl

---

Entry 6:
The following is a DFT calculation (ωB97M-V/def2-TZVPD) of a 13-piece molecular cluster, C7H33NO12 overall at a distorted geometry.

Geometry as ORCA input:
```
! RIJCOSX wB97M-V def2-TZVPD def2/J DEFGRID3
* xyz 0 1
C -0.176 -0.217 0.977
C 0.961 -1.008 0.468
C 2.119 -1.397 1.096
N 2.927 -2.031 0.191
C 2.125 -2.513 -0.875
C 0.954 -1.698 -0.823
C -0.179 -1.796 -1.689
C -0.517 -1.130 -2.780
H -0.010 0.003 1.990
H -0.414 0.611 0.302
H -1.083 -0.888 1.151
H 2.485 -1.340 2.140
H 3.911 -2.132 0.289
H 2.367 -3.115 -1.567
H -0.677 -2.760 -1.378
H 0.091 -0.347 -3.148
H -1.431 -1.579 -3.233
H -2.393 -1.275 3.140
H -3.124 -0.073 3.380
O -2.431 -0.502 3.860
H -3.002 0.897 -2.310
H -3.822 -0.381 -2.167
O -3.550 0.371 -1.638
H 1.267 4.315 -0.106
H -0.085 4.197 0.254
O 0.466 4.143 -0.515
H 1.487 0.406 4.041
H 2.846 0.880 3.486
O 1.950 0.783 3.207
H 0.207 3.868 -2.763
H 0.712 5.007 -1.946
O 0.430 4.883 -2.832
H 0.676 -3.561 -3.163
H 0.709 -4.672 -2.054
O 1.095 -4.476 -2.982
H -4.532 0.351 1.044
H -3.159 0.484 0.614
O -3.735 -0.108 1.324
H -1.659 2.420 -2.859
H -1.264 1.199 -3.598
O -2.069 1.638 -3.432
H -0.787 0.074 4.109
H -0.574 0.496 5.622
O -0.048 0.271 4.828
H 0.973 0.714 -1.514
H 0.920 2.260 -1.557
O 0.620 1.418 -2.049
H 2.281 2.985 1.479
H 3.271 3.193 0.449
O 2.375 3.506 0.815
H 0.042 -3.550 1.385
H 0.675 -4.613 0.612
O -0.222 -4.212 0.722
*
```

**HOMO level**: -8.3 eV
**Gap between HOMO and LUMO**: 8.30 eV
**Energy above the lowest of the compared OMol25 structures with the same formula, charge and spin**: 657.7 kJ/mol

---

Entry 7:
The following is a DFT calculation (ωB97M-V/def2-TZVPD) of a 13-piece molecular cluster, C45H59F7O37 overall at a distorted geometry.

Geometry as ORCA input:
```
! RIJCOSX wB97M-V def2-TZVPD def2/J DEFGRID3
* xyz 0 1
C 15.276 10.762 8.132
C 13.802 10.602 8.518
C 13.837 10.991 10.010
O 15.135 10.597 10.445
C 16.084 10.362 9.414
H 15.471 11.821 7.965
H 15.513 10.167 7.250
H 13.543 9.564 8.308
H 13.215 11.271 7.890
H 13.035 10.409 10.464
H 13.473 12.008 10.158
H 16.336 9.302 9.378
H 16.921 11.054 9.511
C 15.751 14.719 10.280
C 16.595 13.918 11.341
O 17.069 15.000 12.017
C 17.335 16.038 11.158
O 18.056 17.016 11.359
O 16.639 15.817 9.965
F 17.462 13.167 10.647
H 14.787 15.069 10.649
H 15.548 14.137 9.381
H 15.851 13.287 11.828
C 7.377 16.999 13.218
C 7.334 16.161 11.908
O 7.151 17.158 10.927
C 6.457 18.113 11.481
O 6.019 19.052 10.814
O 6.481 17.995 12.805
F 6.258 15.372 11.936
H 8.398 17.335 13.395
H 7.008 16.363 14.022
H 8.224 15.573 11.681
C 14.783 20.514 9.413
C 13.294 20.533 9.894
O 13.294 19.558 10.877
C 14.363 18.751 10.733
O 14.505 17.670 11.328
O 15.173 19.227 9.681
F 12.600 20.153 8.826
H 15.319 21.119 10.144
H 15.027 20.815 8.394
H 13.020 21.520 10.266
C 11.230 20.488 13.248
C 10.099 20.136 14.247
O 10.057 21.301 15.071
C 11.176 22.010 14.912
O 11.564 22.934 15.623
O 11.845 21.606 13.785
F 10.503 19.175 15.021
H 10.684 20.784 12.353
H 12.022 19.765 13.051
H 9.086 19.910 13.915
C 13.766 19.619 16.096
C 14.561 20.925 16.259
O 15.657 20.693 15.431
C 15.193 19.965 14.424
O 15.762 19.803 13.355
O 14.213 19.178 14.846
F 14.964 21.138 17.541
H 12.676 19.648 16.108
H 14.016 18.961 16.928
H 13.966 21.760 15.890
C 9.170 14.781 19.277
C 8.496 16.114 19.503
O 7.956 16.192 18.192
C 8.800 15.692 17.305
O 8.725 15.766 16.091
O 9.740 14.991 17.993
F 9.389 17.126 19.697
H 8.413 13.998 19.243
H 9.978 14.615 19.990
H 7.771 16.201 20.312
C 12.793 16.279 13.648
C 11.517 15.775 14.223
O 11.344 14.529 13.620
C 12.397 14.246 12.826
O 12.503 13.304 12.058
O 13.389 15.144 13.052
F 10.414 16.549 14.069
H 13.461 16.851 14.291
H 12.629 17.009 12.855
H 11.635 15.577 15.289
C 10.906 14.676 9.152
C 11.432 16.105 9.300
C 10.653 16.993 8.302
O 10.293 18.076 9.127
C 10.363 17.800 10.401
O 9.976 18.543 11.303
O 10.958 16.555 10.517
H 9.825 14.603 9.267
H 11.341 14.021 9.907
H 11.143 14.228 8.186
H 12.478 16.317 9.079
H 9.768 16.440 7.988
H 11.172 17.360 7.416
C 15.883 16.273 16.095
C 15.611 14.756 16.186
C 15.674 14.086 17.603
O 14.491 13.294 17.559
C 13.663 13.518 16.512
O 12.620 12.988 16.246
O 14.302 14.437 15.731
H 16.849 16.495 16.549
H 15.179 16.928 16.607
H 16.110 16.583 15.075
H 16.366 14.213 15.617
H 15.594 14.985 18.215
H 16.650 13.652 17.822
C 8.977 12.169 13.693
C 9.341 12.387 12.297
C 10.059 11.206 11.588
O 9.594 11.352 10.264
C 8.547 12.178 10.275
O 7.820 12.452 9.285
O 8.286 12.629 11.429
H 8.292 11.342 13.880
H 8.500 13.052 14.119
H 9.910 11.947 14.211
H 10.040 13.212 12.160
H 9.822 10.295 12.139
H 11.130 11.387 11.675
C 15.277 11.109 14.095
C 14.258 10.055 14.456
C 12.783 10.525 14.366
O 12.216 9.510 13.505
C 13.137 8.617 13.087
O 12.924 7.645 12.383
O 14.332 9.002 13.466
H 14.967 11.797 13.309
H 16.206 10.648 13.759
H 15.380 11.761 14.962
H 14.375 9.617 15.447
H 12.645 11.512 13.923
H 12.355 10.537 15.369
C 14.449 14.965 20.665
C 13.053 15.327 20.253
C 12.646 16.718 20.782
O 12.348 17.480 19.622
C 12.604 16.748 18.519
O 12.285 17.056 17.392
O 13.073 15.556 18.829
H 15.201 15.678 20.326
H 14.734 13.992 20.267
H 14.537 14.914 21.750
H 12.370 14.542 20.577
H 13.530 17.148 21.253
H 11.722 16.717 21.360
*
```

**HOMO level**: -9.6 eV
**Gap between HOMO and LUMO**: 9.36 eV

---

What did the sixth record say?
The following is a DFT calculation (ωB97M-V/def2-TZVPD) of a 13-piece molecular cluster, C7H33NO12 overall at a distorted geometry.

Geometry as ORCA input:
```
! RIJCOSX wB97M-V def2-TZVPD def2/J DEFGRID3
* xyz 0 1
C -0.176 -0.217 0.977
C 0.961 -1.008 0.468
C 2.119 -1.397 1.096
N 2.927 -2.031 0.191
C 2.125 -2.513 -0.875
C 0.954 -1.698 -0.823
C -0.179 -1.796 -1.689
C -0.517 -1.130 -2.780
H -0.010 0.003 1.990
H -0.414 0.611 0.302
H -1.083 -0.888 1.151
H 2.485 -1.340 2.140
H 3.911 -2.132 0.289
H 2.367 -3.115 -1.567
H -0.677 -2.760 -1.378
H 0.091 -0.347 -3.148
H -1.431 -1.579 -3.233
H -2.393 -1.275 3.140
H -3.124 -0.073 3.380
O -2.431 -0.502 3.860
H -3.002 0.897 -2.310
H -3.822 -0.381 -2.167
O -3.550 0.371 -1.638
H 1.267 4.315 -0.106
H -0.085 4.197 0.254
O 0.466 4.143 -0.515
H 1.487 0.406 4.041
H 2.846 0.880 3.486
O 1.950 0.783 3.207
H 0.207 3.868 -2.763
H 0.712 5.007 -1.946
O 0.430 4.883 -2.832
H 0.676 -3.561 -3.163
H 0.709 -4.672 -2.054
O 1.095 -4.476 -2.982
H -4.532 0.351 1.044
H -3.159 0.484 0.614
O -3.735 -0.108 1.324
H -1.659 2.420 -2.859
H -1.264 1.199 -3.598
O -2.069 1.638 -3.432
H -0.787 0.074 4.109
H -0.574 0.496 5.622
O -0.048 0.271 4.828
H 0.973 0.714 -1.514
H 0.920 2.260 -1.557
O 0.620 1.418 -2.049
H 2.281 2.985 1.479
H 3.271 3.193 0.449
O 2.375 3.506 0.815
H 0.042 -3.550 1.385
H 0.675 -4.613 0.612
O -0.222 -4.212 0.722
*
```

**HOMO level**: -8.3 eV
**Gap between HOMO and LUMO**: 8.30 eV
**Energy above the lowest of the compared OMol25 structures with the same formula, charge and spin**: 657.7 kJ/mol